Record 1
The following is a DFT calculation (ωB97M-V with the def2-TZVPD basis set) of a structure of composition C17H45N4NbO6P in a non-equilibrium geometry.

Last column: Mulliken charge in e.
Atoms and positions in Å:
1 C -0.214 -1.579 0.962  -1.2291
2 C -0.646 -0.799 -0.303  0.1576
3 C -0.468 -1.628 -1.562  -0.6151
4 C -0.880 -0.924 -2.893  0.2120
5 C -2.272 -0.304 -2.779  -1.3480
6 Nb 0.768 0.431 -3.630  -1.0952
7 C -0.451 2.201 -4.398  -1.6737
8 C -0.818 3.349 -3.445  0.5801
9 O -1.355 2.895 -2.194  -0.5371
10 C 0.318 4.321 -3.137  -0.8468
11 N 1.063 3.979 -1.942  -0.4114
12 P 2.914 1.518 -4.613  0.2081
13 O 3.714 2.477 -3.477  -0.5061
14 O 4.019 0.262 -4.864  -0.4456
15 H -0.896 -1.361 1.766  0.2701
16 H 0.792 -1.311 1.256  0.3096
17 H -0.243 -2.648 0.765  0.2587
18 H -0.087 0.131 -0.331  0.1606
19 H -1.682 -0.519 -0.138  0.1380
20 H -1.088 -2.520 -1.422  0.3392
21 H 0.576 -1.906 -1.627  0.1616
22 H -0.954 -1.742 -3.609  0.3981
23 H -2.414 0.256 -1.866  0.1596
24 H -3.003 -1.120 -2.726  0.4189
25 H -2.562 0.303 -3.631  0.3038
26 H 0.607 -0.298 -5.337  0.0476
27 H 1.958 -0.875 -3.125  0.0081
28 H 1.100 1.232 -2.011  0.1870
29 H -1.341 1.891 -4.944  0.4116
30 H 0.175 2.691 -5.148  0.6298
31 H -1.597 3.932 -3.946  0.4110
32 H -2.321 2.907 -2.250  0.2983
33 H -0.132 5.319 -3.013  0.3169
34 H 0.971 4.413 -3.999  0.3650
35 H 0.457 3.987 -1.132  0.1981
36 H 1.779 4.672 -1.765  0.1785
37 H 4.005 3.260 -3.969  0.2935
38 H 4.140 -0.169 -4.001  0.2742
39 C -0.024 -2.246 4.855  0.0980
40 O 0.075 -1.512 3.899  -0.5312
41 N -0.905 -2.078 5.869  0.1542
42 C -0.982 -3.002 6.978  -0.8708
43 C -1.799 -0.931 5.834  -1.1023
44 H 0.608 -3.145 4.977  0.2591
45 H -1.979 -3.446 7.032  0.3315
46 H -0.777 -2.483 7.919  0.2808
47 H -0.251 -3.798 6.852  0.2909
48 H -2.410 -0.973 4.931  0.3621
49 H -1.211 -0.012 5.814  0.3293
50 H -2.445 -0.932 6.709  0.3839
51 C 1.530 -3.603 -6.500  0.1105
52 O 1.346 -3.810 -5.321  -0.5654
53 N 2.669 -3.096 -7.014  0.1770
54 C 2.838 -2.859 -8.428  -0.9524
55 C 3.751 -2.769 -6.099  -0.7749
56 H 0.758 -3.801 -7.267  0.2616
57 H 3.682 -3.440 -8.811  0.3331
58 H 3.028 -1.799 -8.610  0.3242
59 H 1.937 -3.151 -8.966  0.2992
60 H 4.064 -3.666 -5.560  0.3059
61 H 3.412 -2.029 -5.375  0.1365
62 H 4.592 -2.366 -6.659  0.3607
63 C -2.012 2.739 7.639  0.0997
64 O -1.123 2.571 6.834  -0.5504
65 N -2.122 2.096 8.824  0.1400
66 C -3.217 2.351 9.737  -0.9290
67 C -1.106 1.124 9.187  -0.7529
68 H -2.833 3.456 7.462  0.2836
69 H -2.833 2.715 10.693  0.3261
70 H -3.784 1.434 9.912  0.3286
71 H -3.884 3.101 9.319  0.2988
72 H -0.131 1.612 9.211  0.3173
73 H -1.072 0.328 8.441  0.0676
74 H -1.325 0.697 10.162  0.3817

Electronic energy = -47438.0396 eV
HOMO level = -0.1125 Ha
Net charge = -1
Strongest force on any atom = 0.0666 hartree/bohr

=====

Record 2
The following is a DFT calculation (ωB97M-V with the def2-TZVPD basis set) of a cluster of 13 separate species, C17H45N4O18PS in total in a non-equilibrium geometry.

Last column: Mulliken charge in e.
Atoms and positions in Å:
1 C 2.511 1.410 -3.793  -1.5945
2 C 1.288 0.879 -3.107  0.4374
3 O 0.676 -0.053 -3.539  -0.5416
4 N 0.868 1.517 -1.909  1.2291
5 C 1.504 2.770 -1.580  0.6172
6 C 1.090 3.910 -2.467  -1.5929
7 O 2.221 2.928 -0.642  -0.4590
8 C 0.658 0.647 -0.785  -1.7067
9 C -0.566 0.808 -0.104  0.4086
10 C -1.570 1.828 -0.576  -1.3776
11 C -2.817 1.230 -1.268  -0.6799
12 C -3.962 2.231 -1.041  0.2952
13 C -5.159 2.013 -1.904  -0.0253
14 O -5.692 0.945 -2.032  -0.5627
15 O -5.614 3.124 -2.532  -0.4627
16 C -0.850 0.045 1.039  0.5047
17 P -2.369 0.310 2.002  0.9114
18 S -2.158 1.940 3.110  -0.5796
19 C 0.083 -0.896 1.461  0.4087
20 C 1.287 -1.053 0.774  0.6736
21 C 1.614 -0.296 -0.352  0.3777
22 C 2.905 -0.564 -1.086  -0.1952
23 N 3.925 0.445 -0.885  -0.2641
24 C 2.049 -2.136 1.489  -0.2811
25 O 3.187 -2.498 1.439  -0.5964
26 N 1.125 -2.740 2.391  0.4919
27 N 0.732 -4.077 2.024  -0.6045
28 C 0.035 -1.859 2.600  -0.1772
29 O -0.720 -1.909 3.520  -0.5641
30 H 3.276 1.703 -3.078  0.4227
31 H 2.245 2.254 -4.426  0.3737
32 H 2.920 0.628 -4.419  0.4349
33 H 1.920 4.575 -2.655  0.3604
34 H 0.615 3.556 -3.377  0.4199
35 H 0.317 4.440 -1.913  0.3618
36 H -1.867 2.409 0.299  0.7135
37 H -1.145 2.541 -1.266  0.2404
38 H -2.588 1.151 -2.326  0.5588
39 H -3.050 0.252 -0.866  0.3090
40 H -3.562 3.225 -1.209  0.4044
41 H -4.268 2.150 -0.001  -0.0083
42 H -6.564 3.182 -2.366  0.3714
43 H -3.477 0.485 1.186  0.0192
44 H -2.536 -0.763 2.857  0.0673
45 H 3.251 -1.528 -0.722  -0.1651
46 H 2.729 -0.730 -2.144  0.2686
47 H 4.090 0.648 0.087  0.2036
48 H 4.776 0.210 -1.378  0.2806
49 H 0.903 -4.687 2.820  0.1904
50 H -0.282 -4.072 1.950  0.2877
51 O 0.301 4.676 3.460  -0.6606
52 H -0.423 4.043 3.536  0.2630
53 H 0.804 4.364 2.701  0.3235
54 O -4.975 -0.963 2.468  -0.5192
55 H -5.473 -1.508 1.849  0.2606
56 H -5.398 -1.137 3.314  0.2534
57 O -5.037 3.398 2.259  -0.6166
58 H -4.114 3.108 2.336  0.2395
59 H -5.137 4.060 2.949  0.2633
60 O 0.995 -5.462 -1.117  -0.6808
61 H 1.918 -5.496 -1.385  0.3014
62 H 1.011 -5.011 -0.265  0.3718
63 O -3.626 0.584 -4.573  -0.6117
64 H -4.319 0.526 -3.904  0.2893
65 H -3.948 0.067 -5.317  0.2962
66 O 6.349 -1.059 -1.798  -0.6465
67 H 5.942 -1.836 -2.209  0.3105
68 H 7.224 -1.354 -1.534  0.2905
69 O 1.909 -3.800 5.250  -0.6269
70 H 2.228 -3.295 6.004  0.2908
71 H 1.979 -3.192 4.505  0.3379
72 O 1.128 7.635 3.314  -0.6250
73 H 0.910 6.696 3.248  0.3495
74 H 0.523 8.066 2.705  0.3090
75 O 1.214 -2.936 -2.832  -0.5520
76 H 0.594 -2.492 -3.421  0.2771
77 H 0.726 -3.685 -2.462  0.3139
78 O 3.611 -5.523 1.064  -0.6203
79 H 3.477 -4.616 1.370  0.3842
80 H 4.407 -5.492 0.527  0.2681
81 O 4.982 -3.361 -1.427  -0.5945
82 H 4.605 -4.234 -1.568  0.2756
83 H 4.796 -3.152 -0.502  0.2734
84 O -4.731 -3.498 3.892  -0.6243
85 H -3.849 -3.573 3.517  0.3091
86 H -4.586 -3.073 4.745  0.3215

Electronic energy = -81299.2529 eV
HOMO level = -0.3343 Ha
Net charge = 0
Strongest force on any atom = 0.0405 hartree/bohr

=====

Record 3
The following is a DFT calculation (ωB97M-V with the def2-TZVPD basis set) of a cluster of 7 separate species, C17H46N2O19S5 in total in a non-equilibrium geometry.

Last column: Mulliken charge in e.
Atoms and positions in Å:
1 C -4.513 -1.690 2.045  -1.0507
2 C -4.279 -2.224 0.625  0.4557
3 O -4.976 -3.478 0.586  -0.3902
4 S -4.567 -4.585 -0.534  1.2409
5 C -2.921 -4.984 0.061  -0.7636
6 O -5.453 -5.711 -0.395  -0.6476
7 O -4.439 -4.012 -1.854  -0.6238
8 H -4.067 -0.718 2.236  -0.1396
9 H -4.155 -2.382 2.805  0.4031
10 H -5.580 -1.513 2.204  0.4022
11 H -4.682 -1.561 -0.135  0.2714
12 H -3.206 -2.425 0.572  -0.0953
13 H -2.825 -6.048 -0.139  0.4234
14 H -2.902 -4.794 1.130  0.3179
15 H -2.211 -4.376 -0.492  0.1294
16 C 2.376 1.713 -4.206  -1.1120
17 C 3.768 1.158 -4.493  0.1921
18 O 3.986 1.114 -5.909  -0.3644
19 S 5.123 0.121 -6.453  1.2432
20 C 4.445 -1.492 -5.874  -0.8403
21 O 5.017 0.176 -7.874  -0.5978
22 O 6.336 0.417 -5.733  -0.6335
23 H 2.278 2.602 -4.830  0.4326
24 H 2.318 2.052 -3.174  0.2803
25 H 1.632 0.952 -4.420  0.1755
26 H 4.537 1.807 -4.073  0.3040
27 H 3.883 0.200 -3.984  0.0404
28 H 3.363 -1.400 -5.856  0.2524
29 H 4.891 -1.703 -4.908  0.2740
30 H 4.708 -2.236 -6.622  0.4098
31 C -0.290 3.114 6.127  -1.4468
32 C -0.879 2.153 5.101  0.3009
33 O -2.157 1.717 5.547  -0.3262
34 S -3.102 0.899 4.512  1.1106
35 C -3.807 2.306 3.639  -0.7114
36 O -2.230 0.132 3.635  -0.4681
37 O -4.167 0.331 5.288  -0.6535
38 H -0.965 3.928 6.405  0.3622
39 H 0.521 3.656 5.637  0.3987
40 H 0.012 2.601 7.036  0.3294
41 H -0.891 2.667 4.137  0.0887
42 H -0.203 1.300 5.035  0.2158
43 H -4.044 3.086 4.356  0.4327
44 H -4.644 1.954 3.044  0.3749
45 H -3.002 2.713 3.027  0.0160
46 C 4.114 -2.645 2.378  -1.0809
47 C 3.668 -2.804 0.924  -0.4927
48 O 3.289 -1.530 0.361  -0.1832
49 S 4.292 -0.794 -0.701  1.2002
50 C 5.520 -0.176 0.435  -1.1161
51 O 4.840 -1.773 -1.607  -0.6689
52 O 3.593 0.360 -1.222  -0.4954
53 H 5.159 -2.344 2.402  0.2797
54 H 4.071 -3.664 2.770  0.4065
55 H 3.478 -1.962 2.932  0.2798
56 H 4.462 -3.298 0.355  0.4091
57 H 2.807 -3.454 0.770  0.4025
58 H 6.226 0.491 -0.055  0.4172
59 H 6.050 -1.002 0.901  0.3435
60 H 5.018 0.393 1.214  0.3015
61 C 0.526 0.522 1.605  -1.2388
62 C -0.408 0.030 0.512  0.9166
63 O 0.184 -1.153 -0.006  -0.2413
64 S -0.275 -1.768 -1.443  1.1615
65 C 0.890 -0.892 -2.505  -0.9508
66 O -0.018 -3.186 -1.409  -0.7180
67 O -1.589 -1.255 -1.778  -0.4987
68 H 0.348 1.526 1.994  0.2695
69 H 1.586 0.508 1.362  0.2535
70 H 0.360 -0.164 2.442  0.2992
71 H -1.438 -0.098 0.853  -0.0850
72 H -0.501 0.785 -0.283  -0.1744
73 H 1.830 -1.302 -2.139  0.1317
74 H 0.751 0.131 -2.170  0.2051
75 H 0.751 -1.092 -3.560  0.5929
76 C -1.486 5.484 0.450  -0.8821
77 N -1.885 4.280 -0.298  0.9356
78 O -2.386 4.440 -1.396  -0.5207
79 O -1.606 3.190 0.172  -0.4448
80 H -1.111 5.235 1.437  0.3038
81 H -2.348 6.137 0.564  0.3136
82 H -0.718 5.987 -0.131  0.3037
83 C -3.222 1.355 -1.729  -0.4973
84 N -4.306 1.299 -0.710  0.9194
85 O -5.446 1.357 -1.096  -0.5980
86 O -4.001 1.242 0.461  -0.3668
87 H -2.236 1.454 -1.309  -0.0702
88 H -3.477 2.208 -2.349  0.3185
89 H -3.400 0.405 -2.230  0.3460

Electronic energy = -114425.3538 eV
HOMO level = -0.3901 Ha
SMILES string = CCOS(C)(=O)=O.CCOS(C)(=O)=O.CCOS(C)(=O)=O.CCOS(C)(=O)=O.CCOS(C)(=O)=O.C[N+](=O)[O-].C[N+](=O)[O-]
Net charge = 0
Strongest force on any atom = 0.0390 hartree/bohr

=====

Record 4
The following is a DFT calculation (ωB97M-V with the def2-TZVPD basis set) of a structure of composition C17H48HfNO13S7 in a non-equilibrium geometry.

Last column: Mulliken spin population.
Atoms and positions in Å:
1 Hf -3.198 -1.635 0.662  1.0566
2 N 0.188 -0.349 0.878  0.0028
3 O 0.524 0.792 1.042  0.0048
4 O -1.011 -0.617 0.693  -0.1305
5 O 1.045 -1.222 0.697  0.0071
6 C 3.348 0.896 -1.080  0.0015
7 S 4.154 0.638 -2.739  0.0000
8 O 3.183 -0.130 -3.635  0.0000
9 C 4.198 2.402 -3.395  0.0000
10 H 3.580 1.864 -0.634  -0.0002
11 H 3.715 0.153 -0.372  -0.0005
12 H 2.262 0.912 -1.164  -0.0008
13 H 4.351 3.139 -2.607  0.0000
14 H 3.240 2.670 -3.841  0.0000
15 H 4.914 2.604 -4.191  0.0000
16 C -5.572 2.525 0.861  0.0003
17 S -4.018 1.937 1.650  -0.0043
18 O -3.616 0.561 1.119  -0.0331
19 C -2.924 3.178 0.749  0.0001
20 H -5.945 3.547 0.925  0.0000
21 H -6.345 1.786 1.074  0.0006
22 H -5.350 2.400 -0.199  -0.0002
23 H -1.984 2.786 1.137  0.0002
24 H -3.075 4.183 1.144  -0.0001
25 H -2.981 3.184 -0.340  0.0006
26 C -1.025 1.719 -2.266  0.0003
27 S -2.542 0.675 -2.527  0.0016
28 O -2.960 0.004 -1.220  0.0533
29 C -3.768 1.968 -3.135  0.0003
30 H -0.955 2.345 -3.155  -0.0003
31 H -0.152 1.068 -2.226  0.0002
32 H -1.079 2.350 -1.379  0.0002
33 H -4.795 1.769 -2.829  -0.0002
34 H -3.724 2.120 -4.213  0.0002
35 H -3.569 2.943 -2.690  -0.0001
36 C -1.660 0.968 4.614  0.0000
37 S -1.954 -0.816 4.289  0.0031
38 O -2.646 -0.944 2.929  0.0399
39 C -0.210 -1.187 4.035  -0.0006
40 H -0.822 1.083 5.301  -0.0001
41 H -2.598 1.385 4.979  0.0002
42 H -1.327 1.481 3.712  -0.0001
43 H 0.228 -1.363 5.017  0.0002
44 H 0.147 -0.421 3.346  0.0009
45 H -0.150 -2.129 3.491  0.0002
46 C -1.109 -6.039 0.698  0.0022
47 S -0.360 -4.352 0.648  0.0035
48 O -1.422 -3.307 1.031  0.0456
49 C 0.824 -4.533 2.159  -0.0002
50 H -1.994 -6.086 0.063  -0.0003
51 H -1.277 -6.412 1.708  0.0008
52 H -0.394 -6.775 0.329  -0.0002
53 H 1.277 -5.520 2.251  -0.0002
54 H 0.275 -4.413 3.093  0.0001
55 H 1.713 -3.901 2.177  -0.0001
56 C -1.880 -4.580 -2.631  0.0057
57 S -1.565 -2.768 -2.555  -0.0080
58 O -2.035 -2.330 -1.190  -0.0510
59 C 0.257 -2.632 -2.491  -0.0007
60 H -2.948 -4.669 -2.829  0.0001
61 H -1.657 -5.140 -1.723  -0.0015
62 H -1.346 -5.013 -3.477  -0.0001
63 H 0.666 -1.637 -2.317  0.0001
64 H 0.700 -2.861 -3.461  0.0001
65 H 0.705 -3.330 -1.784  0.0007
66 C 4.415 -2.898 0.153  0.0000
67 S 5.795 -2.156 1.144  0.0000
68 O 5.633 -0.634 0.967  0.0000
69 C 4.994 -2.482 2.787  0.0000
70 H 4.541 -3.977 0.058  0.0000
71 H 4.381 -2.389 -0.810  0.0000
72 H 3.448 -2.662 0.597  0.0000
73 H 5.730 -2.586 3.584  0.0000
74 H 4.272 -3.296 2.855  0.0000
75 H 4.463 -1.533 2.864  0.0000
76 C -1.117 5.784 -2.055  0.0000
77 O -0.369 5.639 -0.972  0.0000
78 C 0.650 4.777 -0.794  -0.0001
79 O 1.016 3.943 -1.630  0.0000
80 O 1.147 4.880 0.472  0.0000
81 C 2.190 4.002 0.840  -0.0004
82 H -0.555 5.752 -2.989  0.0000
83 H -1.632 6.744 -2.025  0.0000
84 H -1.906 5.031 -2.040  0.0000
85 H 2.954 3.786 0.092  0.0000
86 H 1.716 3.026 0.933  0.0000
87 H 2.680 4.325 1.758  0.0000

Electronic energy = -123643.4984 eV
HOMO level (alpha / beta) = -0.4407 / -0.4407 Ha
Multiplicity = 2
<S²> = 0.75
Net charge = +2
Strongest force on any atom = 0.1357 hartree/bohr

=====

Among the records above, which one has the lowest net charge? C17H45N4NbO6P

=====

Number 4 is which compound? C17H48HfNO13S7

=====

What is the strongest force on any atom in the second record? 0.0405 hartree/bohr

=====

Among the records above, which one has the lowest electronic energy? C17H48HfNO13S7